Model P:
Below is a single CH2O2S2 molecule, with properties calculated with wB97M-V/def2-TZVPD.

Last column: Löwdin charge in e.
Positions of all 7 atoms, in Å:
C 0.18612 0.17831 -0.59905  -0.60
O 1.37762 0.64239 1.80128  -0.56
O -2.14164 -0.91510 -0.47498  -0.57
S 0.96229 -0.43482 0.95060  0.82
S -1.43265 0.15267 0.21546  0.84
H 0.72419 1.08259 -0.76639  0.05
H 0.32407 -0.70604 -1.12692  0.02

**LUMO (alpha / beta)**: -0.0415 / -0.0432 hartree
**HOMO energy (alpha / beta)**: -8.9 / -8.9 eV

---

Model Q:
Below is 2 unconnected molecules or ions with the total composition CH2O2S2, with properties calculated with wB97M-V/def2-TZVPD.

Last column: Löwdin charge in e.
Positions of all 7 atoms, in Å:
C -0.02535 -0.51346 -0.04567  -0.69
O -1.43166 0.88515 1.71952  -0.41
O -0.98969 2.19801 -0.36939  -0.39
S 0.65401 -0.76435 -1.57323  0.74
S -0.57062 1.15216 0.57204  0.67
H 0.94758 -1.14658 1.04554  0.21
H 1.41573 -1.81093 -1.34882  -0.13

**LUMO (alpha / beta)**: -0.0606 / -0.0642 hartree
**HOMO energy (alpha / beta)**: -9.2 / -9.1 eV

---

The least stable of them is model Q.

---

Model P:
Below is 3 unconnected molecules or ions with the total composition C5H13NO4, with properties calculated with wB97M-V/def2-TZVPD.

Last column: Löwdin charge in e.
Positions of all 23 atoms, in Å:
N 0.05035 1.36120 -1.58432  -0.01
C -0.78667 0.24878 -2.05167  -0.21
C -0.17016 -1.03772 -1.59960  -0.18
C 0.81311 -0.65972 -0.49531  -0.12
C 0.90724 0.88544 -0.48171  -0.22
C 0.37705 1.35211 0.88704  -0.47
O 1.39388 1.80386 1.65459  0.12
O -0.75112 1.18975 1.26218  0.10
H 0.57526 1.88137 -2.26456  0.10
H -1.77698 0.38449 -1.60333  0.11
H -0.94898 0.34079 -3.12776  0.12
H 0.31428 -1.51336 -2.46800  0.11
H -0.86354 -1.84042 -1.33952  0.10
H 0.52852 -1.09638 0.46133  0.09
H 1.81742 -1.07609 -0.63810  0.12
H 1.91118 1.26659 -0.65303  0.14
H 1.03637 1.68342 2.54223  0.11
H 0.15295 -0.46262 2.99443  0.04
H 1.33183 -1.59876 2.71262  0.05
O 1.07176 -0.75839 3.10796  -0.05
H -2.07380 -1.51294 0.72286  0.04
H -2.17343 -0.03273 1.03775  -0.02
O -2.73652 -0.80865 0.92394  -0.07

**LUMO**: 0.0172 hartree
**HOMO energy**: -9.1 eV

---

Model Q:
Below is a single C5H13NO4 molecule, with properties calculated with wB97M-V/def2-TZVPD.

Last column: Löwdin charge in e.
Positions of all 23 atoms, in Å:
C 0.57349 -0.48032 2.24796  -0.02
C 0.19928 -0.60175 0.76971  -0.55
C 1.02650 -1.70155 0.10936  -0.01
O -1.19704 -0.90307 0.66086  -0.04
C 0.36391 0.78003 0.09783  -0.27
O 1.72573 1.08998 -0.01565  0.00
C -0.27654 1.03744 -1.30095  -0.65
N -1.81080 1.12840 -1.09076  0.22
O 0.18679 2.08632 -1.87830  -0.09
H 1.62485 -0.18419 2.35547  0.10
H -0.05650 0.26866 2.74659  0.09
H 0.43905 -1.44789 2.75271  0.09
H 0.83018 -2.65858 0.61459  0.09
H 0.78024 -1.79903 -0.95245  0.08
H 2.09718 -1.48064 0.20476  0.09
H -1.40121 -1.69952 1.15801  0.11
H -0.12957 1.51028 0.76935  0.16
H 1.74417 1.81454 -0.66393  0.09
H -2.13984 0.44383 -0.39953  0.11
H -2.08642 2.06382 -0.79721  0.15
H -2.15070 0.68485 -2.04436  0.21
O -0.29296 -0.15782 -2.24321  -0.04
H -0.04979 0.20621 -3.10085  0.09

**LUMO**: 0.0155 hartree
**HOMO energy**: -8.9 eV

---

The least stable of them is model Q.

---

Model P:
Below is 2 unconnected molecules or ions with the total composition C3H12N2S, with properties calculated with wB97M-V/def2-TZVPD.

Last column: Löwdin charge in e.
Positions of all 18 atoms, in Å:
C -0.73884 0.20349 -5.79866  -0.48
S -1.96625 0.71610 -4.60483  0.71
C -1.01856 0.54130 -3.03152  -0.39
H -0.49567 -0.85850 -5.76447  0.03
H 0.16902 0.79935 -5.71600  0.03
H -1.17515 0.43454 -6.77215  0.02
H -0.66986 1.50119 -2.66209  0.03
H -1.66793 0.03142 -2.34629  0.01
H -0.17803 -0.08270 -3.30979  0.02
N 1.30598 0.30186 3.42931  -0.02
C 0.28075 -0.28215 4.29645  -0.38
N 0.71343 -1.03486 5.45474  -0.01
H 1.81880 0.99174 3.96452  0.05
H 1.97125 -0.38969 3.10228  0.05
H -0.30997 0.55149 4.67067  0.10
H -0.33641 -0.92948 3.68823  0.10
H 1.28417 -0.51343 6.09645  0.05
H 1.01327 -1.98169 5.30316  0.05

**LUMO**: 0.0384 hartree
**HOMO energy**: -8.4 eV

---

Model Q:
Below is 3 unconnected molecules or ions with the total composition C3H12N2S, with properties calculated with wB97M-V/def2-TZVPD.

Last column: Löwdin charge in e.
Positions of all 18 atoms, in Å:
C 0.20138 2.18468 -0.44131  -0.22
N -0.97069 1.53316 -1.05919  -0.12
H 0.65715 2.85680 -1.17463  0.07
H -0.05255 2.78398 0.48867  0.07
H 0.88504 1.37617 -0.08864  0.04
H -1.60491 2.23276 -1.41858  0.06
H -1.44449 1.08756 -0.25044  -0.08
H -0.06244 -0.34314 -1.05051  -0.03
C 0.53259 -1.88286 0.24265  -0.39
C 0.52100 -1.07028 1.48435  -0.61
S -1.00631 -0.03703 1.74372  0.63
N 0.66235 -1.07287 -1.06629  0.00
H -0.42561 -2.48122 0.23385  0.09
H 1.39344 -2.58074 0.30233  0.11
H 1.31832 -0.30131 1.43142  0.06
H 0.67593 -1.64976 2.43883  0.08
H -1.62524 -0.90115 -0.05402  0.19
H 0.34502 -1.73475 -1.76224  0.05

**LUMO**: -0.0471 hartree
**HOMO energy**: -9.1 eV

---

The least stable of them is model Q.

---

Model P:
Below is 2 unconnected molecules or ions with the total composition C2H4INO2, with properties calculated with wB97M-V/def2-TZVPD.

Last column: Löwdin charge in e.
Positions of all 10 atoms, in Å:
C -0.71968 -1.03774 1.92127  0.07
C -0.29844 -0.05799 1.22399  -0.08
N -0.00011 -0.09673 -0.26309  -0.40
O 0.75010 0.75937 -0.62744  0.06
O -0.64314 -0.87937 -0.93290  0.08
I 1.98933 1.86297 -4.11220  0.38
H 0.73027 1.25668 -3.32677  -0.37
H -0.74096 -2.05805 1.57564  0.09
H -0.91328 -0.62703 2.88645  0.07
H -0.15408 0.87789 1.65504  0.10

**LUMO**: -0.0103 hartree
**HOMO energy**: -9.7 eV

---

Model Q:
Below is a single C2H4INO2 molecule, with properties calculated with wB97M-V/def2-TZVPD.

Last column: Löwdin charge in e.
Positions of all 10 atoms, in Å:
C -0.17602 -0.33488 0.69977  -0.71
C -0.77433 -0.93890 -0.52787  -0.01
N 0.60976 0.71927 0.41571  -0.53
O -0.14092 -0.74250 1.80219  0.00
O 0.38341 1.36965 -0.76835  -0.07
I 1.72136 1.50464 1.99840  0.91
H -1.63530 -0.34881 -0.84810  0.08
H 0.02066 -0.82965 -1.35377  0.11
H -1.20777 -2.02990 -0.26076  0.14
H 1.19915 1.63108 -1.15722  0.09

**LUMO**: -0.0203 hartree
**HOMO energy**: -9.1 eV

---

The least stable of them is model P.

---

Model P:
Below is a gas-phase ion, C6H10 (charge +1), with properties calculated with wB97M-V/def2-TZVPD.

Last column: Löwdin spin population.
Positions of all 16 atoms, in Å:
C -0.50070 0.95667 -1.45264  0.02
C 0.68413 0.44623 -0.73462  0.06
C 1.80392 0.46227 -1.45318  0.25
C 0.43991 -0.20148 0.63678  0.06
C -0.92589 -0.71936 0.96244  0.18
C -1.29747 -0.98498 2.18502  0.29
H -0.54116 1.24446 -2.50021  0.00
H -1.32871 0.17365 -1.29639  0.00
H -0.95633 1.92435 -0.97931  0.01
H 1.61194 0.50311 -2.57716  0.01
H 2.68247 -0.08247 -1.12673  0.01
H 0.65349 0.73182 1.17490  0.04
H 1.13754 -1.03852 0.94130  0.02
H -1.49188 -1.03623 0.12276  0.02
H -1.20140 -0.21689 3.02620  0.02
H -1.78935 -1.95938 2.35184  0.02

**LUMO (alpha / beta)**: -0.1665 / -0.3177 hartree
**Total charge**: +1
**Spin multiplicity**: 2
**HOMO energy (alpha / beta)**: -14.5 / -13.4 eV
**⟨S²⟩**: 0.7750

---

Model Q:
Below is a gas-phase ion, C6H10 (charge +1), with properties calculated with wB97M-V/def2-TZVPD.

Last column: Löwdin spin population.
Positions of all 16 atoms, in Å:
C -0.28192 -0.91898 -1.40844  0.06
C -1.61745 -1.07019 -1.64044  0.29
C -0.53799 0.76515 0.36061  0.34
C 0.25174 -0.16616 -0.32589  0.16
C 1.56772 -0.51831 0.24463  0.02
C -0.05323 1.63973 1.48082  0.05
H 0.42020 -1.47309 -2.02008  0.00
H -2.35872 -0.54853 -1.05287  0.01
H -1.96943 -1.90727 -2.22362  0.01
H -1.60318 0.87575 0.19627  0.01
H 1.55630 -0.72666 1.31030  0.01
H 2.37124 0.20596 0.07452  0.01
H 1.98128 -1.40782 -0.21475  0.00
H -0.90086 1.87205 2.10083  0.00
H 0.60741 2.34602 0.96859  0.02
H 0.56689 1.03236 2.14952  0.01

**LUMO (alpha / beta)**: -0.1928 / -0.2771 hartree
**Total charge**: +1
**Spin multiplicity**: 2
**HOMO energy (alpha / beta)**: -14.5 / -15.9 eV
**⟨S²⟩**: 0.7787

---

The least stable of them is model P.